Below is C2H3F2OP in the gas phase at a distorted geometry, with properties calculated with ωB97M-V/def2-TZVPD.

Last column: Mulliken charge in e.
Cartesian coordinates (Å):
1 C -0.10 0.17 -0.15  -0.86
2 C -2.65 -0.43 0.11  0.43
3 O -1.87 2.23 0.10  -0.62
4 F -2.32 -1.70 -0.20  -0.19
5 F -3.97 -0.48 0.30  -0.19
6 P -1.67 0.87 -0.36  0.44
7 H 0.06 -0.21 -1.12  0.35
8 H 0.01 -0.48 0.71  0.32
9 H 0.56 1.05 -0.20  0.31

Spin multiplicity: 1
DFT total energy in eV: -18891.80078
ΔE to the lowest compared entry with this formula, charge and spin in kJ/mol: 396.5
LUMO level in eV: -0.72



Below is C2H3F2OP in the gas phase at a distorted geometry, with properties calculated with ωB97M-V/def2-TZVPD.

Last column: Mulliken charge in e.
Cartesian coordinates (Å):
1 O -2.16 0.08 -0.43  -0.48
2 C -1.04 -0.16 0.39  0.20
3 C 0.30 -0.18 0.08  -0.35
4 P 1.46 0.17 -1.28  0.30
5 F 1.87 1.62 -0.60  -0.27
6 F 2.71 -0.74 -0.70  -0.27
7 H -2.99 -0.06 0.16  0.36
8 H -1.20 -0.28 1.45  0.27
9 H 1.05 -0.45 0.92  0.24

Spin multiplicity: 1
DFT total energy in eV: -18894.07184
Structure (SMILES): O/C=C\P(F)F
ΔE to the lowest compared entry with this formula, charge and spin in kJ/mol: 177.4
LUMO level in eV: 0.32



no.,molar mass (g mol⁻¹)
1,112.02
2,112.02